ORCA calculation (wB97M-V/def2-TZVPD) on a 4-piece molecular cluster, C23H54FN3O overall.

XYZ file:
```
82
Properties=species:S:1:pos:R:3:forces:R:3
F -34.890 -1.516 -9.339 -0.4 -0.2 -0.2
C -30.946 -4.280 -15.257 -0.4 -0.4 -1.0
C -31.655 -5.212 -14.295 0.9 -0.4 1.2
C -32.553 -4.504 -13.302 -1.0 0.3 -0.4
C -33.180 -5.440 -12.278 -0.8 -0.2 -0.2
N -33.808 -4.719 -11.110 0.5 -0.3 0.9
C -32.733 -4.187 -10.185 0.0 0.1 1.0
C -33.387 -4.072 -8.775 0.3 0.0 -1.1
C -34.721 -4.831 -8.929 -0.2 0.9 0.7
C -34.587 -5.658 -10.189 0.4 0.5 -0.3
C -34.696 -3.590 -11.498 0.9 1.1 -0.5
H -30.438 -3.437 -14.792 0.1 -0.2 0.3
H -31.619 -3.874 -16.019 -0.1 0.0 0.1
H -30.226 -4.876 -15.819 0.2 0.2 0.1
H -30.878 -5.701 -13.689 0.0 0.0 -0.1
H -32.161 -6.058 -14.765 -0.2 0.3 -0.3
H -33.360 -4.014 -13.861 0.0 0.0 0.0
H -32.015 -3.689 -12.811 0.2 -0.2 0.1
H -32.460 -6.179 -11.924 0.1 0.3 0.4
H -34.009 -6.029 -12.680 0.1 0.1 -0.4
H -32.355 -3.242 -10.566 -0.1 0.0 -0.1
H -31.909 -4.895 -10.117 -0.1 -0.2 -0.5
H -33.510 -3.009 -8.573 -0.3 -0.2 0.4
H -32.753 -4.547 -8.033 0.1 0.1 0.0
H -35.506 -4.079 -9.028 0.1 -0.5 -0.4
H -34.977 -5.313 -7.988 0.0 -0.6 -0.3
H -35.517 -5.864 -10.712 0.0 -0.4 0.2
H -33.945 -6.532 -10.088 -0.3 -0.2 0.1
H -35.576 -3.859 -12.074 0.1 -0.5 0.1
H -34.064 -2.940 -12.103 -0.2 -0.1 -0.3
H -34.928 -2.936 -10.652 -0.2 -0.3 0.4
C -37.824 2.264 -10.552 -1.2 0.9 -0.1
C -37.083 1.131 -11.237 -0.6 0.1 1.3
C -35.594 1.233 -11.001 1.3 0.4 -1.6
C -34.864 0.332 -11.999 0.1 0.1 0.1
N -33.371 0.525 -12.052 1.1 -0.7 0.5
C -32.884 1.875 -12.565 -0.8 -0.6 -0.3
C -31.523 1.576 -13.178 0.3 0.6 -0.1
C -31.729 0.200 -13.833 0.1 0.5 -0.1
C -32.798 -0.482 -12.979 -0.2 -1.0 -1.7
C -32.678 0.197 -10.727 -1.6 0.4 -0.8
H -37.619 2.387 -9.488 0.1 -0.2 0.0
H -38.910 2.165 -10.677 0.1 -0.4 0.3
H -37.711 3.254 -11.007 0.7 -0.2 -0.1
H -37.394 1.115 -12.282 0.4 -0.1 -0.1
H -37.435 0.200 -10.778 0.0 -0.1 -0.2
H -35.223 1.054 -9.993 -0.6 -0.3 0.1
H -35.277 2.254 -11.255 -0.2 0.1 0.1
H -35.182 0.502 -13.029 -0.2 0.3 0.1
H -35.037 -0.731 -11.826 0.1 0.1 0.5
H -32.992 2.594 -11.760 0.4 0.1 0.0
H -33.592 2.127 -13.358 0.1 0.2 0.0
H -30.694 1.670 -12.475 -0.2 -0.5 0.3
H -31.269 2.334 -13.920 -0.2 0.0 -0.1
H -30.825 -0.369 -14.037 0.1 -0.1 0.5
H -32.162 0.359 -14.822 0.0 0.1 0.0
H -32.526 -1.388 -12.440 0.4 0.3 0.2
H -33.561 -0.848 -13.672 -0.3 0.3 0.2
H -33.060 -0.800 -10.517 0.2 0.1 0.7
H -33.082 0.940 -10.047 0.5 -0.2 0.5
H -31.609 0.228 -10.899 0.0 0.2 0.2
C -39.629 -2.445 -7.266 0.2 0.9 -0.5
N -38.916 -1.545 -8.299 -1.2 -2.2 0.4
C -38.526 -2.505 -9.375 0.1 0.1 -1.1
C -40.021 -0.668 -8.823 0.6 -0.7 -1.4
C -37.735 -0.857 -7.667 -0.7 0.4 0.1
C -36.833 -1.776 -6.861 0.7 0.8 0.9
O -36.271 -2.842 -7.557 -0.5 0.0 -0.1
H -38.906 -3.118 -6.822 -0.1 0.1 0.2
H -40.384 -2.995 -7.818 0.0 -0.1 0.0
H -40.141 -1.764 -6.593 0.2 -0.2 0.5
H -37.928 -3.322 -8.989 0.1 0.3 0.2
H -37.998 -1.958 -10.156 0.3 0.0 0.2
H -39.409 -2.929 -9.854 -0.2 0.2 0.3
H -40.870 -1.327 -9.001 -0.3 0.2 0.7
H -39.783 -0.439 -9.864 0.4 0.9 0.3
H -40.221 0.181 -8.182 0.0 0.0 0.0
H -38.230 -0.113 -7.039 0.4 0.0 0.3
H -37.153 -0.319 -8.416 -0.2 -0.3 -0.3
H -37.300 -2.115 -5.934 -0.2 -0.3 -0.3
H -36.044 -1.111 -6.480 0.0 0.1 -0.2
H -35.768 -2.435 -8.314 0.5 0.5 0.0
```
Positions in Å, forces in eV/Å.

The value obtained for the HOMO energy is -14.97 eV. The total charge is +2. As for the lowest unoccupied orbital energy: -4.179 eV.

Results of the Löwdin charge analysis, in e, for atoms 1 through 5:
1. F -0.48
2. C -0.10
3. C -0.26
4. C -0.21
5. C -0.11

---

ORCA calculation (wB97M-V/def2-TZVPD) on C45H59MnO4P4S2 as an isolated structure.

XYZ file:
```
115
Properties=species:S:1:pos:R:3:forces:R:3
Mn -0.269 0.142 -0.601 0.0 -0.1 -0.2
O -0.062 0.099 1.430 0.1 0.2 0.2
P 1.071 0.184 2.440 -0.1 0.0 0.0
C 2.518 -0.710 1.785 0.0 -0.1 0.1
P 2.890 -0.337 0.050 0.0 0.1 0.0
O 1.617 -0.358 -0.798 0.0 -0.2 0.0
C 4.008 -1.595 -0.533 0.0 0.0 0.0
C 4.055 -1.847 -1.905 0.0 0.0 0.0
C 4.954 -2.775 -2.402 0.0 0.0 0.0
C 5.808 -3.448 -1.536 0.0 0.0 0.0
C 5.767 -3.195 -0.172 0.0 0.0 0.0
C 4.870 -2.266 0.333 0.0 0.0 0.0
C 3.668 1.265 -0.041 0.0 0.0 0.0
C 3.555 1.977 -1.234 0.0 0.0 0.0
C 4.170 3.212 -1.361 0.0 0.0 0.0
C 4.899 3.736 -0.302 0.0 0.0 0.0
C 5.023 3.024 0.884 0.0 0.0 0.0
C 4.413 1.788 1.016 0.1 0.0 0.0
C 0.630 -0.560 3.999 0.0 -0.1 0.0
C -0.050 0.224 4.933 0.0 0.1 0.0
C -0.510 -0.343 6.110 0.0 0.0 0.0
C -0.292 -1.691 6.364 0.0 0.0 0.0
C 0.386 -2.476 5.440 0.0 0.0 0.0
C 0.845 -1.914 4.260 0.0 0.0 0.0
C 1.620 1.853 2.739 0.0 0.0 0.1
C 1.265 2.863 1.852 0.0 0.0 0.0
C 1.784 4.139 2.018 0.0 0.0 0.0
C 2.652 4.403 3.068 0.0 0.0 0.0
C 3.002 3.396 3.962 0.0 0.0 0.0
C 2.488 2.120 3.801 0.0 0.0 0.0
H 2.322 -1.783 1.820 0.0 -0.1 0.0
H 3.379 -0.513 2.428 0.0 0.0 0.0
H 3.384 -1.326 -2.578 0.0 0.0 0.0
H 4.991 -2.975 -3.465 0.0 0.0 0.0
H 6.510 -4.173 -1.928 0.0 0.0 0.0
H 6.434 -3.720 0.499 0.0 0.0 0.0
H 4.852 -2.076 1.400 0.0 0.0 0.0
H 2.988 1.568 -2.062 0.0 0.0 0.0
H 4.081 3.764 -2.288 0.0 0.0 0.0
H 5.378 4.702 -0.403 0.0 0.0 0.0
H 5.595 3.432 1.707 0.0 0.0 0.0
H 4.520 1.247 1.949 0.0 0.0 -0.1
H -0.219 1.279 4.745 0.0 0.0 0.0
H -1.035 0.269 6.833 0.0 0.0 0.0
H -0.647 -2.130 7.288 0.0 0.0 0.0
H 0.559 -3.525 5.641 0.0 0.0 0.0
H 1.367 -2.545 3.551 0.0 0.0 0.0
H 0.585 2.668 1.036 0.0 0.0 0.0
H 1.509 4.923 1.323 0.0 0.0 0.0
H 3.055 5.400 3.199 0.0 0.0 0.0
H 3.669 3.609 4.788 0.0 0.0 0.0
H 2.757 1.339 4.505 0.0 0.0 0.0
C 0.925 -3.704 -1.315 0.0 -0.1 0.0
C -0.410 -3.632 -0.575 0.0 -0.1 0.0
C -0.136 -3.463 0.925 -0.1 0.0 0.0
C -1.195 -4.933 -0.767 0.0 -0.1 0.0
P -1.382 -2.127 -1.116 0.0 0.1 0.0
C -2.951 -2.280 -0.218 0.0 0.0 0.0
C -3.038 -1.689 1.044 0.0 0.1 0.0
C -4.183 -1.836 1.813 0.0 0.0 0.0
C -5.257 -2.567 1.329 0.0 0.0 0.0
C -5.180 -3.163 0.077 0.0 0.0 0.0
C -4.033 -3.026 -0.689 0.0 0.0 0.0
C -1.657 -2.133 -2.969 -0.1 0.0 -0.1
C -1.859 -3.516 -3.601 0.0 0.0 -0.1
C -0.408 -1.484 -3.584 0.1 -0.1 -0.1
C -2.865 -1.246 -3.316 0.1 0.0 0.0
H 1.527 -4.505 -0.875 0.0 0.0 0.0
H 1.485 -2.777 -1.226 0.1 0.1 0.0
H 0.808 -3.935 -2.375 0.0 0.0 0.1
H 0.512 -4.281 1.255 0.0 0.1 0.0
H -1.050 -3.501 1.519 0.0 0.0 0.0
H 0.355 -2.514 1.132 0.1 0.1 0.0
H -0.601 -5.752 -0.352 0.0 0.0 0.0
H -1.386 -5.167 -1.814 0.0 0.0 0.2
H -2.145 -4.912 -0.232 0.0 0.0 0.0
H -2.209 -1.107 1.434 0.0 0.0 0.0
H -4.235 -1.375 2.791 0.0 0.0 0.0
H -6.153 -2.679 1.926 0.0 0.0 0.0
H -6.012 -3.744 -0.301 0.0 0.0 0.0
H -3.985 -3.524 -1.647 0.0 0.0 0.0
H -0.981 -4.155 -3.511 0.0 0.1 0.0
H -2.050 -3.373 -4.668 0.0 0.0 0.0
H -2.715 -4.048 -3.187 0.0 0.0 0.0
H 0.517 -1.997 -3.314 -0.1 0.1 0.0
H -0.316 -0.434 -3.297 0.0 0.1 0.0
H -0.499 -1.509 -4.673 0.0 0.0 0.0
H -3.813 -1.705 -3.051 -0.1 -0.1 0.1
H -2.865 -1.082 -4.397 0.0 0.0 0.0
H -2.814 -0.272 -2.826 0.0 -0.1 -0.1
C -3.702 3.994 0.827 0.0 0.0 0.0
C -2.406 4.728 0.561 0.0 0.0 0.0
C -2.566 5.993 -0.249 0.0 0.0 0.0
O -1.391 3.847 -0.087 -0.1 0.1 0.0
P -1.583 2.802 -1.230 -0.1 -0.1 0.2
S 0.235 2.185 -1.777 0.0 0.1 0.1
S -2.409 1.060 -0.587 -0.2 0.0 0.1
O -2.446 3.546 -2.284 0.0 0.1 -0.1
C -3.057 3.142 -3.575 0.0 -0.1 0.1
C -2.089 2.347 -4.417 0.0 -0.1 0.0
C -4.365 2.439 -3.301 -0.1 0.0 0.0
H -4.364 4.656 1.387 0.0 0.0 0.0
H -3.541 3.094 1.419 0.0 0.0 0.0
H -4.214 3.732 -0.103 0.0 0.0 0.0
H -1.914 4.952 1.505 0.0 0.0 0.0
H -3.106 5.806 -1.176 0.0 0.0 0.0
H -1.595 6.429 -0.482 0.0 0.0 0.0
H -3.132 6.719 0.338 0.0 0.0 0.0
H -3.242 4.110 -4.035 0.0 0.0 0.0
H -1.868 1.377 -3.965 0.0 0.1 0.0
H -1.156 2.890 -4.571 0.0 0.0 0.0
H -2.544 2.168 -5.392 0.0 0.0 0.0
H -4.209 1.466 -2.830 0.0 0.1 0.0
H -4.883 2.278 -4.248 0.0 0.0 0.0
H -5.010 3.046 -2.664 0.0 0.0 0.0
```
Positions in Å, forces in eV/Å.

The value obtained for the HOMO energy (spin up / spin down) is -13.53 / -13.73 eV. As for the multiplicity: 5. The total charge is +2. As for the lowest unoccupied orbital energy (spin up / spin down): -6.937 / -4.717 eV.

Results of the Löwdin charge analysis, in e, for atoms 1 through 5:
1. Mn 0.37
2. O -0.43
3. P 0.80
4. C -0.28
5. P 0.81

---

ORCA calculation (wB97M-V/def2-TZVPD) on C27H21B2BeCaClF3Li2MgN3O21S3 as an isolated structure.

XYZ file:
```
86
Properties=species:S:1:pos:R:3:forces:R:3
C 0.024 -5.802 2.730 -0.6 0.3 0.0
C -1.264 -6.491 3.239 1.1 0.4 1.2
N -2.336 -5.470 3.439 0.7 0.1 0.0
C -3.364 -5.385 2.395 -1.0 1.5 0.0
C -2.826 -5.560 1.036 0.8 -0.8 0.4
N -2.320 -5.879 0.053 -0.4 0.4 0.2
B -3.974 -3.851 2.449 -0.6 -0.1 -0.7
O -3.773 -3.004 1.400 -0.9 0.0 0.7
O -4.700 -3.386 3.538 1.5 0.3 0.0
C -4.570 -6.360 2.569 -0.9 -0.1 -1.1
S -4.289 -8.087 2.021 0.3 -0.6 0.6
Cl -5.888 -5.689 1.504 0.2 0.1 0.2
C -5.096 -6.359 3.940 0.3 -0.6 0.1
N -5.449 -6.522 5.024 0.3 0.4 -0.3
H 0.931 -6.194 3.190 -0.1 -0.3 -0.3
H 0.054 -5.805 1.640 0.3 0.0 0.1
H -0.025 -4.740 3.022 0.0 -0.1 -0.1
H -1.578 -7.346 2.642 -0.1 0.2 -0.1
H -1.027 -6.886 4.240 -0.2 -0.1 -0.2
H -2.753 -5.512 4.363 -1.0 -1.2 -0.4
H -4.226 -3.278 0.589 0.7 0.2 -0.4
H -4.193 -3.491 4.350 -0.8 -0.4 0.4
H -4.928 -8.133 0.834 0.1 0.6 0.2
O -1.152 -2.800 0.123 0.6 0.6 0.5
S -1.559 -1.531 -0.422 -1.1 -3.1 -1.1
O -1.695 -0.488 0.701 -0.7 1.9 3.2
O -2.804 -1.622 -1.149 0.1 0.9 0.1
O -0.477 -1.009 -1.362 0.3 1.6 0.4
Be -2.479 -0.164 2.484 0.6 -0.8 -1.8
Ca 0.307 0.919 -1.929 0.7 -0.6 -0.7
B -5.827 -0.345 6.265 -1.8 -0.2 2.0
O -5.407 -0.083 4.808 0.8 0.3 -0.6
C -4.161 -0.134 4.759 -0.7 -0.4 0.2
O -3.505 0.041 3.686 1.2 -0.2 -1.9
C -3.556 -0.431 6.137 0.8 -0.2 1.4
O -2.383 -0.541 6.370 0.0 -0.1 -0.8
O -4.538 -0.549 6.986 0.2 0.2 -1.4
O -6.561 0.778 6.791 0.5 -0.3 -0.5
C -7.781 0.340 7.188 -0.2 0.7 0.2
O -8.628 1.013 7.666 0.0 0.0 0.0
C -7.849 -1.152 6.899 -0.3 -0.7 -0.1
O -8.759 -1.879 7.107 0.1 0.0 0.0
O -6.665 -1.516 6.346 0.6 0.4 -0.4
C 5.354 4.172 -0.765 1.1 -1.2 0.0
F 6.515 4.388 -0.193 -0.3 0.4 0.2
F 4.869 5.474 -1.171 0.0 -0.9 -0.2
F 5.592 3.510 -1.881 -0.5 0.3 -0.3
S 4.126 3.332 0.316 -0.7 -0.4 1.1
O 3.984 4.237 1.426 0.0 0.4 -0.4
O 4.739 2.075 0.619 0.2 0.0 -0.4
O 2.961 3.245 -0.558 -0.4 0.0 -0.6
O 8.782 7.641 2.542 -0.4 -0.8 0.5
C 8.646 6.690 1.786 1.8 3.7 -3.6
C 8.045 5.273 2.871 -1.9 -4.1 4.1
O 7.921 4.300 2.134 0.4 0.9 -0.6
H 9.531 6.242 1.301 0.2 -0.7 0.9
H 7.860 6.723 1.002 -0.8 -0.4 0.7
H 7.141 5.688 3.357 -0.2 0.9 -1.1
H 8.793 5.235 3.684 1.0 0.5 -0.9
Li -1.455 -4.362 5.118 0.5 0.0 -0.4
Li -3.855 1.871 2.182 -0.4 0.5 0.0
Mg 4.688 7.349 -1.042 -0.2 1.1 0.3
C 3.985 5.398 -5.686 0.0 -0.1 0.1
C 3.529 4.924 -4.462 -0.1 -0.1 0.1
C 2.767 3.772 -4.399 0.0 0.0 0.0
C 2.444 3.087 -5.565 -0.1 -0.1 0.1
C 2.884 3.575 -6.798 -0.1 -0.1 0.1
C 3.662 4.722 -6.853 0.1 0.1 0.0
C 2.511 2.883 -8.064 0.1 0.1 -0.3
O 2.894 3.301 -9.131 0.0 0.0 0.0
C 1.650 1.674 -7.976 -0.1 0.0 0.1
C 1.243 1.044 -9.141 -0.1 -0.1 -0.1
C 0.450 -0.092 -9.075 0.0 0.0 0.1
C 0.069 -0.610 -7.842 0.0 0.0 0.0
C 0.467 0.016 -6.674 -0.1 0.0 -0.1
C 1.251 1.166 -6.733 0.0 0.0 0.2
C 1.641 1.845 -5.484 0.1 0.1 -0.3
O 1.298 1.388 -4.387 -0.6 -0.2 1.3
H 4.589 6.295 -5.732 0.0 0.0 0.0
H 3.756 5.436 -3.538 0.1 0.1 -0.1
H 2.422 3.409 -3.441 0.1 0.0 0.0
H 4.011 5.089 -7.808 -0.1 -0.1 -0.1
H 1.541 1.443 -10.101 0.1 0.1 0.1
H 0.131 -0.578 -9.987 0.0 0.0 0.0
H -0.543 -1.500 -7.795 0.0 0.0 0.0
H 0.165 -0.386 -5.717 0.0 0.0 0.0
```
Positions in Å, forces in eV/Å.

The value obtained for the HOMO energy is -9.94 eV. The total charge is +2. As for the lowest unoccupied orbital energy: -8.570 eV.

Results of the Löwdin charge analysis, in e, for atoms 1 through 5:
1. C -0.06
2. C -0.23
3. N -0.07
4. C -0.41
5. C -0.22